# 1
2 unconnected molecules or ions with the total composition C4H6N2, computed with ωB97M-V with the def2-TZVPD basis set.

Kohn-Sham gap (alpha / beta): 8.12 / 9.05 eV
total energy: -265.28130 a.u.
lowest unoccupied orbital energy (alpha / beta): -0.602 / 0.278 eV
relative energy (zero: lowest compared OMol25 entry of this formula, charge and spin): 6.919 eV

Geometry (Å):
H -2.542 0.372 0.912
C -0.171 0.065 -0.049
C 1.196 -0.602 0.034
H 2.058 1.154 -0.948
N 1.520 -1.796 0.168
C -2.884 0.018 -0.097
H -2.513 0.709 -0.948
N 0.268 1.284 0.020
H 2.438 -2.196 0.214
H -3.162 -1.005 -0.271
C 1.726 0.859 0.005
H 2.066 1.137 0.959

Forces on atoms 1 to 6 (eV/Å):
-0.88 -0.51 -1.01
0.60 2.13 0.33
0.48 -0.94 -0.08
1.53 0.55 -0.63
-1.35 -0.01 -0.26
2.97 2.06 -0.28

# 2
C4H6N2 in the gas phase, computed with ωB97M-V with the def2-TZVPD basis set.

Kohn-Sham gap: 10.55 eV
SMILES: [H]/N=C(/C#N)CC
total energy: -265.44299 a.u.
lowest unoccupied orbital energy: 0.366 eV
relative energy (zero: lowest compared OMol25 entry of this formula, charge and spin): 2.519 eV

Geometry (Å):
N -1.241 0.762 1.159
H 1.029 -0.816 1.387
H -0.805 -1.652 -0.122
H 0.118 -0.824 -1.543
H 1.687 0.530 0.415
N -1.034 2.251 -1.878
C -0.716 0.509 0.005
H -1.086 0.018 1.837
C -0.832 1.526 -1.013
C -0.236 -0.810 -0.515
C 1.189 -0.435 0.381
H 1.928 -1.059 -0.114

Forces on atoms 1 to 6 (eV/Å):
1.24 0.44 -1.10
0.07 0.19 0.01
0.51 0.04 -0.12
-0.67 -0.12 0.02
-1.04 0.54 -0.35
0.19 0.14 -0.13

# 3
2 unconnected molecules or ions with the total composition C4H6N2, computed with ωB97M-V with the def2-TZVPD basis set.

Kohn-Sham gap: 11.88 eV
SMILES: CC#N.CC#N
total energy: -265.48761 a.u.
lowest unoccupied orbital energy: 0.644 eV
relative energy (zero: lowest compared OMol25 entry of this formula, charge and spin): 1.305 eV

Geometry (Å):
H 0.718 -3.188 -0.152
C -1.312 3.073 0.685
C 1.510 -4.637 -1.585
H 2.215 -2.814 -1.190
N -1.201 2.171 -0.046
C -1.369 4.155 1.656
C 1.253 -3.316 -1.093
H -0.830 4.999 1.225
H -1.021 3.886 2.654
H -2.444 4.308 1.748
N 1.762 -5.740 -1.957
H 0.719 -2.897 -1.945

Forces on atoms 1 to 6 (eV/Å):
0.28 -0.25 -0.19
1.02 -2.31 -1.01
1.08 -5.82 -0.73
0.01 0.29 0.80
-0.37 1.72 1.20
-0.75 -0.24 -0.39

# 4
C4H6N2 in the gas phase, computed with ωB97M-V with the def2-TZVPD basis set.

Kohn-Sham gap: 9.52 eV
SMILES: Cc1cnc[nH]1
total energy: -265.49896 a.u.
lowest unoccupied orbital energy: 0.929 eV
relative energy (zero: lowest compared OMol25 entry of this formula, charge and spin): 0.996 eV

Geometry (Å):
N -0.996 1.709 0.667
H 0.119 -1.456 -1.872
H 1.878 0.414 0.317
H -0.470 -2.444 -0.532
C 0.264 1.763 0.801
H 0.912 2.556 1.249
N 0.947 0.561 0.448
H -2.415 0.159 0.095
C 0.114 -1.517 -0.778
C -1.380 0.385 0.277
H 1.184 -1.870 -0.661
C -0.157 -0.261 -0.010

Forces on atoms 1 to 6 (eV/Å):
-1.96 -0.84 0.75
-0.65 0.63 0.08
2.77 -0.49 -0.44
0.12 1.19 0.07
3.35 -0.71 0.40
-1.10 -0.45 -0.64

Number 1: F_max 3.6 eV/Å. Number 2: F_max 4.7 eV/Å. Number 3: F_max 6.0 eV/Å. Number 4: F_max 7.5 eV/Å.